{"formula": "C3H12N2O", "method": "ωB97M-V/def2-TZVPD", "total_energy_ev": -8330.1408, "total_charge": -1, "fmax_ev_per_a": 4.50, "s2": 0.751, "orbital_gap_ev": [2.608, 8.597], "multiplicity": 2, "lumo_ev": [3.7, 3.5], "de_lowest_kj_mol": 183.1, "species": ["C", "H", "C", "H", "H", "O", "H", "H", "N", "H", "N", "H", "H", "H", "H", "H", "C", "H"], "coordinates": [[-0.5948, -0.8618, 1.4868], [1.4246, 2.6680, -0.7139], [-1.5913, -0.1556, 2.5062], [1.8458, 1.3487, -1.0389], [-2.6884, -0.2371, 2.5068], [2.3040, 2.2093, -0.8438], [0.7000, -1.7133, -0.6782], [1.2291, -0.5951, -2.4837], [0.3268, -0.1233, -2.0667], [0.3809, -0.8919, 2.0962], [-0.6740, -0.3204, 0.1215], [-1.3365, -0.6567, 3.4582], [-0.0706, 0.0409, -3.0484], [-0.8272, -1.7369, -1.4018], [-0.3430, 0.6495, -0.0282], [-1.5570, 0.8195, 2.7110], [-0.0996, -1.0416, -1.0443], [-1.0450, -1.9099, 1.2958]], "nbo_charge": [-0.223, 0.442, -0.617, 0.486, 0.197, -0.989, 0.145, 0.231, -1.168, 0.163, -0.679, 0.182, 0.315, 0.148, 0.357, 0.193, -0.371, 0.189]}

=====

{"formula": "C27H48BrFINO13S2", "method": "ωB97M-V/def2-TZVPD", "total_energy_ev": -159413.4511, "fmax_ev_per_a": 0.71, "orbital_gap_ev": 8.959, "lumo_ev": -0.2, "species": ["O", "H", "O", "C", "H", "F", "H", "C", "H", "C", "H", "O", "O", "H", "H", "H", "H", "S", "H", "H", "H", "H", "H", "H", "O", "I", "C", "C", "C", "H", "O", "H", "H", "C", "C", "C", "O", "C", "H", "N", "H", "H", "O", "H", "H", "H", "C", "H", "H", "O", "H", "H", "C", "C", "C", "C", "S", "O", "H", "O", "H", "H", "C", "H", "C", "H", "C", "H", "C", "C", "H", "O", "H", "C", "H", "O", "C", "Br", "H", "H", "C", "C", "H", "H", "C", "H", "C", "H", "H", "H", "H", "C", "H", "H"], "coordinates": [[-2.5649, 1.2483, 2.2720], [1.3609, 4.3572, 0.7368], [-2.9220, 1.4844, -0.1884], [-0.8099, 0.3282, 0.1184], [7.0831, -4.9560, -3.3510], [2.7198, 1.8012, 2.4621], [0.7445, 2.5410, 4.4479], [-0.7414, -6.0159, 0.0873], [-1.3132, -3.4930, 0.4376], [0.8379, -3.5419, -3.0758], [-2.8720, 1.0002, -2.4811], [0.6850, 4.4388, 0.0548], [-4.2077, 2.8446, 1.2752], [-1.1267, -3.9594, -4.9299], [-4.2921, 3.9511, 6.6876], [2.3364, 6.7923, -1.7336], [0.0802, 5.7579, -1.3444], [-2.2619, 4.0486, 3.7623], [7.2065, -3.5207, -2.3240], [5.0053, -2.0201, -2.1699], [-1.6364, -6.4375, 0.5451], [7.8976, -4.9727, -0.3989], [-1.9228, 3.8533, 1.4431], [-2.4128, -1.8429, -0.7425], [-2.3834, 2.9977, 4.7326], [-5.0695, -3.0371, -1.3425], [-6.0715, 4.9064, 7.4393], [-2.9824, -0.9864, -0.3840], [-5.2719, 4.2609, 6.3249], [-0.1970, -6.8146, -0.4182], [-1.8600, -3.8715, -0.2596], [6.6302, -1.7374, -4.0690], [0.5314, 1.6200, 1.0891], [-1.6889, -0.7060, -2.9065], [6.9984, -4.5975, -2.3248], [-2.1964, 0.2995, -0.6050], [-0.8077, 0.4088, 4.0079], [-0.5327, 1.6223, 0.8551], [-5.7851, 3.3850, 5.9264], [0.7634, 2.0671, 3.5518], [-7.0621, 5.2032, 7.0768], [-5.2780, 6.6780, 7.2916], [4.1419, -2.8490, -3.8538], [1.1004, -3.4326, -2.0234], [-3.4496, -0.4663, -4.1046], [-1.3063, 4.8808, 4.2430], [-1.4194, 3.4369, 2.3107], [5.4508, -0.7383, -4.9168], [1.7070, -3.2309, -3.6526], [-5.4069, 6.0391, 7.9989], [-1.1637, 1.2714, -2.2296], [3.8284, -1.0342, -3.0468], [-0.4924, 1.3346, 3.3474], [-1.1152, -4.9135, -0.8849], [2.2331, 5.8334, -1.2255], [7.9875, -5.3197, -1.4307], [-3.7914, 1.4703, 1.1850], [5.6436, -4.8326, -1.9458], [-0.0436, 0.2695, -0.6444], [2.2464, 0.3031, 4.0137], [-3.1684, -1.1944, 0.6715], [-0.2166, -4.4979, -1.3556], [4.6649, -1.7224, -3.1693], [0.6951, 6.5120, 0.1278], [-1.2767, -3.0461, -4.3705], [0.6444, -4.5966, -3.2578], [-4.3119, -1.0339, -1.0861], [6.1606, -0.1717, -3.3944], [-2.3719, -2.2419, -4.6343], [-0.5878, -1.5249, -2.6597], [-0.4204, 3.8618, 2.3409], [-3.3818, 4.8438, 3.3655], [5.5321, -4.5168, -1.0437], [1.9275, 1.2719, 3.4319], [0.1255, -1.2751, -1.8841], [-4.9516, -0.1240, -1.4820], [-0.3624, -2.6934, -3.3780], [-0.3798, -1.2259, 1.2261], [-0.6681, 2.4580, 0.1726], [-5.1130, 4.9616, 5.5026], [0.8632, 5.7033, -0.5904], [-1.3118, 1.9049, 2.1704], [4.8471, -3.4976, -3.9447], [-1.7598, -5.2977, -1.6748], [-1.9633, 0.5399, -2.1019], [7.7935, -6.3921, -1.4417], [5.7934, -1.0488, -3.9296], [-0.1076, -5.6265, 0.8876], [-3.0848, -2.5234, -5.3963], [2.3931, 5.0350, -1.9502], [3.0191, 5.7630, -0.4698], [-2.5803, -1.0792, -3.9059], [9.0126, -5.1455, -1.7593], [-6.2147, 4.2131, 8.2670]], "lowdin_charge": [-0.258, 0.082, -0.274, -0.520, 0.115, 0.092, 0.156, -0.074, -0.008, -0.055, 0.126, -0.098, -0.348, 0.114, 0.069, 0.076, 0.115, 0.690, 0.100, 0.099, 0.077, 0.075, 0.110, 0.060, -0.313, 0.864, -0.324, -0.221, -0.095, 0.075, -0.170, 0.063, 0.114, -0.207, -0.330, -0.460, 0.176, -0.133, 0.080, 0.144, 0.107, 0.075, -0.088, 0.073, 0.118, 0.074, -0.186, 0.076, 0.072, -0.087, 0.139, 0.110, -0.407, -0.308, -0.088, -0.087, 1.015, -0.084, 0.076, 0.210, 0.114, 0.062, -0.327, 0.111, -0.035, 0.085, -0.821, 0.075, -0.066, 0.004, 0.090, -0.319, 0.086, -0.502, 0.103, 0.036, -0.254, 0.926, 0.117, 0.061, -0.301, -0.423, 0.066, 0.120, -0.059, 0.078, -0.088, 0.074, 0.107, 0.076, 0.074, -0.046, 0.076, 0.109]}

=====

{"formula": "C21H31CsN2O6Se", "method": "ωB97M-V/def2-TZVPD", "total_energy_ev": -103441.0902, "total_charge": -2, "fmax_ev_per_a": 2.82, "orbital_gap_ev": 4.518, "lumo_ev": 3.5, "de_lowest_kj_mol": 83.7, "species": ["H", "H", "C", "H", "C", "H", "C", "Se", "H", "H", "H", "H", "O", "H", "C", "C", "H", "O", "C", "H", "H", "H", "H", "C", "H", "H", "O", "H", "C", "O", "O", "H", "H", "C", "C", "C", "H", "H", "C", "H", "H", "H", "C", "C", "H", "C", "C", "C", "H", "N", "H", "H", "H", "H", "C", "N", "C", "H", "Cs", "C", "O", "C"], "coordinates": [[-1.8152, 0.1517, -0.2425], [-1.8516, 1.1226, -5.9586], [-1.2678, -3.7761, 2.3879], [3.5772, -0.8456, -1.1957], [2.1370, 0.2357, -3.2284], [-4.2622, -0.7223, -0.1635], [-1.9447, 0.1427, -1.3137], [-4.1672, 0.4686, 5.1970], [0.7046, -3.3143, 3.2680], [3.6550, 1.9262, 4.7784], [1.8019, 2.4353, -1.5541], [1.7665, 1.1179, -3.7528], [2.6623, 1.9970, 2.9553], [-1.7325, -0.6341, -6.0100], [-5.3416, 0.4548, 3.8381], [-4.4158, -0.0313, -0.9933], [2.1230, -1.8400, -1.4765], [3.6032, -0.6793, 5.1332], [-0.7163, 0.2221, -2.0538], [3.4256, 1.7088, -1.4117], [-0.5991, -1.9343, -0.2891], [-0.1280, -3.6450, -0.2364], [3.2272, 0.2128, -3.3289], [-2.1720, 0.1681, -4.0513], [3.6276, 3.7738, 3.3320], [-5.2893, -0.3644, -1.5565], [0.4602, -2.5193, 1.3916], [4.1308, 2.9398, 1.8402], [-1.7924, -3.1790, 1.0791], [1.6958, -0.3040, 3.9785], [1.1662, 4.2760, 2.1015], [-4.6510, 0.9394, -0.5529], [-0.0743, 0.3411, -4.1522], [3.4828, 1.3031, 3.8925], [2.4905, -0.9013, -1.0561], [-3.3211, 0.0528, -3.2748], [1.7353, -0.6582, -3.7068], [2.2560, 1.5734, -0.0738], [-0.0837, -2.8615, 2.6676], [-2.3830, -2.2847, 1.2901], [4.4580, 1.0683, 3.4518], [-4.2978, -0.0216, -3.7433], [2.8520, -0.0446, 4.3852], [1.7688, 0.2819, -1.7309], [-0.4198, -1.9582, 3.1862], [-0.4981, -2.8039, 0.3632], [2.3650, 1.5854, -1.1599], [-2.2792, 0.1987, -5.5590], [-0.9279, -4.8038, 2.2319], [0.3899, 0.2256, -1.3117], [-2.4027, -3.8672, 0.4957], [2.2607, -0.9007, 0.0102], [1.9971, 4.7434, 0.0162], [-3.3201, 0.1369, -5.8822], [3.2776, 3.1638, 2.4878], [-6.1136, 0.4464, 2.9670], [2.2591, 3.9719, 1.7115], [-2.0007, -3.7607, 3.1937], [0.2875, 0.6239, 2.2337], [-3.1938, 0.0482, -1.8766], [2.7292, 4.3428, 0.5069], [-0.9109, 0.2543, -3.4753]], "lowdin_charge": [0.073, 0.066, -0.161, 0.071, -0.080, 0.066, -0.043, 0.225, 0.123, 0.124, 0.079, 0.068, -0.290, 0.066, -1.096, -0.056, 0.079, -0.025, -0.318, 0.077, 0.087, 0.116, 0.067, -0.328, 0.140, 0.063, -0.208, 0.135, -0.155, -0.384, 0.118, 0.078, 0.062, -0.125, -0.058, -0.081, 0.073, 0.037, -0.237, 0.113, 0.124, 0.084, -0.707, -0.649, 0.063, -0.198, -0.069, -0.085, 0.108, 0.023, 0.110, 0.056, 0.130, 0.057, -0.146, -0.059, -0.505, 0.113, 1.225, -0.304, 0.097, -0.028]}